{
  "formula": "C19H19LiN3O5",
  "method": "ωB97M-V with the def2-TZVPD basis set",
  "e_above_lowest_kcal_mol": 2.0,
  "total_charge": -1,
  "e_homo_ev": -2.67,
  "orbital_gap_ev": 4.9,
  "elements": ["Li", "C", "N", "N", "C", "O", "C", "C", "C", "C", "C", "C", "C", "C", "C", "H", "H", "H", "H", "H", "H", "H", "H", "H", "H", "H", "H", "C", "H", "H", "H", "O", "C", "O", "C", "C", "C", "C", "C", "C", "N", "O", "O", "H", "H", "H", "H"],
  "positions_angstrom": [[-0.761, -1.496, -1.390], [-2.048, 2.722, 2.610], [-2.426, 2.358, 1.249], [-1.801, 1.180, 0.811], [-1.409, 1.312, -0.518], [-0.993, 0.404, -1.210], [-1.660, 2.710, -0.838], [-2.227, 3.286, 0.237], [-2.623, 4.707, 0.447], [-2.162, -0.056, 1.417], [-3.457, -0.263, 1.868], [-3.785, -1.485, 2.434], [-2.834, -2.491, 2.523], [-1.546, -2.269, 2.060], [-1.191, -1.042, 1.519], [-2.302, 1.896, 3.271], [-2.621, 3.595, 2.913], [-0.975, 2.926, 2.687], [-1.465, 3.159, -1.796], [-2.533, 5.254, -0.489], [-1.977, 5.188, 1.184], [-3.652, 4.782, 0.799], [-4.199, 0.516, 1.752], [-4.797, -1.662, 2.775], [-3.103, -3.454, 2.937], [-0.804, -3.056, 2.103], [-0.187, -0.867, 1.143], [-2.715, -2.346, -1.658], [-2.983, -3.236, -1.066], [-2.930, -2.617, -2.705], [-3.460, -1.575, -1.394], [1.713, -0.744, 0.203], [1.871, -1.369, -0.856], [1.023, -2.019, -1.519], [3.290, -1.367, -1.443], [3.573, -2.055, -2.615], [4.852, -2.049, -3.159], [5.871, -1.348, -2.537], [5.564, -0.668, -1.369], [4.303, -0.660, -0.806], [6.648, 0.087, -0.701], [7.758, 0.054, -1.205], [6.386, 0.680, 0.324], [2.759, -2.591, -3.085], [5.057, -2.589, -4.075], [6.875, -1.320, -2.933], [4.081, -0.124, 0.104]]
}